31
Properties=species:S:1:pos:R:3:forces:R:3 method="wB97M-V/def2-TZVPD" charge=+1 energy_ev=-15124.0443 relative_energy_ev=3.4801 homo_energy_ev=-11.9 gap_ev=8.55
C 1.3817 1.4037 1.6923 -5.48 -0.26 -2.97
C 1.0681 1.9911 3.0133 1.85 -1.33 0.97
C 0.6257 0.0153 1.5756 0.19 1.06 1.46
C 1.0247 -0.9501 2.4818 -0.97 -2.01 -1.06
C -0.5016 -0.2568 0.8150 -0.97 -0.72 -2.93
C 0.3420 -2.2562 2.5434 1.85 2.36 0.52
C -1.1012 -1.5372 0.8142 -1.22 0.32 1.00
C -0.7762 -2.5304 1.8244 -0.91 1.09 -2.66
H 0.9056 2.0836 0.8647 0.95 -1.08 1.14
H 2.3230 1.1631 1.3967 3.21 0.05 -0.25
H 0.1160 1.6917 3.3456 -1.08 -0.49 0.56
H 1.9352 -0.6830 2.9992 -0.02 -0.70 0.58
H -0.7933 0.3903 -0.1125 0.26 -0.85 2.65
H 0.7815 -3.0270 3.1215 0.25 -0.44 0.90
H -1.9728 -1.6761 0.1103 1.03 -0.06 0.92
H -1.3502 -3.4839 1.8721 0.74 0.86 0.02
H 1.1348 3.0054 3.1291 -0.03 2.89 -0.55
H 1.8500 1.7086 3.7091 -0.17 -0.70 0.56
C -1.7329 1.4224 -3.6591 6.26 -0.99 0.20
C -0.0681 -0.0361 -2.3695 -0.75 -2.00 1.37
N -1.0442 0.9141 -2.3749 0.89 0.62 -1.40
N -0.4082 -1.1520 -3.0670 1.46 -1.44 -0.11
N 0.9810 -0.1499 -1.5029 -0.79 -2.58 -1.61
H -1.0046 1.6848 -1.7485 0.65 0.23 0.97
H -1.3519 -1.4551 -3.0908 -1.12 0.51 -0.13
H 0.1608 -2.0285 -3.1325 0.02 1.79 0.27
H 1.5610 0.6055 -1.2921 0.72 1.42 0.59
H 1.3211 -1.1273 -1.1629 -1.03 2.54 -1.10
H -1.5149 0.5987 -4.3272 0.41 0.39 -0.88
H -1.1915 2.3886 -3.9426 -1.59 -1.30 0.21
H -2.7007 1.2827 -3.5257 -4.62 0.83 0.77